The following is a quantum chemistry calculation of a molecular structure, C46H35BrIrN7OSSb in a non-equilibrium geometry, from OMol25.

Last column: Löwdin charge in e.
Atoms and positions in Å:
1 N -4.2129 -1.4964 -4.5522  0.107
2 C 3.0610 1.0956 -0.7684  -0.311
3 C 2.2602 -1.1800 5.1921  -0.120
4 H 1.4055 -4.9092 -1.0962  0.123
5 C 1.2285 -3.9136 -0.7208  -0.019
6 C -1.8739 -1.7162 -5.0396  -0.002
7 H 1.1715 -2.9925 -2.6499  0.106
8 C -3.3019 -0.4635 -2.0086  -0.061
9 H -1.6456 2.6714 1.2848  0.041
10 H 1.8869 -2.0389 5.7315  0.090
11 C -3.1799 -2.2620 -4.8859  -0.271
12 C -3.7011 0.3033 -3.1652  -0.219
13 C -3.2724 -2.4526 -0.6725  0.019
14 C 0.5543 2.5113 2.0485  -0.263
15 H 1.8524 5.4380 0.8512  0.105
16 H 0.4552 0.4743 -1.5946  0.041
17 N 2.1464 0.1698 3.2210  0.079
18 H -2.2675 3.2718 -2.3571  0.131
19 C -1.8578 1.4422 -1.3039  -0.311
20 H 3.6975 -0.5971 6.6849  0.124
21 N -1.8298 -0.6372 -0.1204  0.099
22 C 0.8581 -1.5663 -1.0886  -0.327
23 C 3.6218 2.1571 -1.5103  -0.430
24 C -3.7166 -0.6638 3.5926  -0.018
25 C 3.2663 -0.3860 5.7178  -0.024
26 H -4.6209 -1.0400 4.0460  0.125
27 H 3.2493 -0.9974 -0.3188  0.107
28 C 0.2154 4.3288 3.5943  -0.051
29 H -2.3789 -5.5498 -5.2139  0.113
30 C 1.7447 -0.8617 3.9464  -0.459
31 C 4.5949 -0.3792 -1.8641  -0.056
32 H -1.7557 -0.6418 -5.0214  0.118
33 C 1.0878 -3.6704 0.6349  -0.118
34 N -1.3953 0.2761 2.3719  -0.067
35 H 1.5923 -0.3429 -2.6758  0.101
36 C -1.4073 -0.8958 3.0117  -0.436
37 S 2.9311 3.6700 -1.0034  1.195
38 H -0.4064 2.3268 3.9660  0.105
39 H -3.3421 2.3507 0.9349  0.099
40 H 1.1833 -4.4732 1.3526  0.091
41 N -4.2107 -0.2675 -4.2475  0.159
42 C -0.7933 -2.5433 -5.1842  -0.129
43 C 0.6869 -0.4649 -2.0805  -0.015
44 H 4.5316 1.2872 5.2915  0.126
45 C -2.2544 -4.4800 -5.1513  -0.101
46 O -0.8943 1.9019 -0.6049  -0.058
47 C 3.5952 -0.1841 -0.9341  -0.033
48 C -3.4063 1.6819 -3.1843  0.052
49 C -2.3342 0.0917 -1.1266  -0.148
50 H -1.8315 -2.4026 0.9161  0.093
51 H -4.3441 -4.0727 -4.9761  0.126
52 C -3.3468 -3.6626 -5.0086  0.014
53 Br 0.5487 -5.0527 -5.2952  0.787
54 C -2.5159 1.0215 2.3602  -0.289
55 C 0.0795 2.9858 3.2617  -0.112
56 H 3.0696 2.9640 3.1127  0.089
57 H -0.1521 4.6784 4.5471  0.115
58 C -2.5894 2.3667 1.7212  -0.021
59 H 5.0032 2.7826 -3.0265  0.118
60 H -2.4921 -2.3374 4.1595  0.088
61 H 3.6513 1.8578 1.8627  0.068
62 C -2.5375 -1.3890 3.6419  -0.127
63 Sb 0.2900 -2.2927 3.2080  1.573
64 N 0.7363 -1.3476 0.2293  -0.067
65 H 0.9192 6.2622 2.9989  0.115
66 C 1.2217 3.4180 1.2008  -0.284
67 C 1.0906 -2.8473 -1.5848  0.003
68 C 3.6707 2.0761 2.9228  0.005
69 H 4.6905 2.2896 3.2326  0.097
70 H 0.2003 -2.1314 -5.2810  0.107
71 C -2.2757 -1.8529 0.0933  -0.109
72 H 5.0096 -1.3671 -1.9961  0.114
73 C 5.0794 0.6694 -2.6480  -0.057
74 H -2.8950 3.1043 2.4610  0.109
75 C -3.7887 -1.7402 -1.7365  0.027
76 C 3.7203 0.6640 4.9474  0.005
77 C 1.3293 4.7720 1.5211  -0.026
78 N 2.0730 1.4953 0.0978  -0.038
79 H 5.8376 0.4739 -3.3917  0.116
80 C 1.9522 2.8119 0.1220  -0.546
81 Ir 0.3020 0.6997 1.1254  1.366
82 C -2.5211 2.2265 -2.2906  0.045
83 H -4.5771 -2.1546 -2.3492  0.125
84 H -0.1218 -0.7152 -2.7658  0.081
85 C -0.9740 -3.9273 -5.2073  -0.663
86 C 3.1383 0.9260 3.7050  -0.288
87 H -3.6248 -3.4422 -0.4340  0.121
88 H -3.8421 2.2754 -3.9711  0.137
89 C 4.6139 1.9544 -2.4588  -0.066
90 C 0.8292 -2.3765 1.0647  -0.443
91 C 0.8184 5.2244 2.7212  -0.054
92 C -3.6905 0.5556 2.9504  0.007
93 H -4.5737 1.1738 2.9071  0.131

Multiplicity: 2
HOMO energy (alpha / beta), eV: -12.37 / -12.87
Charge: +2
ΔE to the lowest compared entry with this formula, charge and spin, kcal per mole: 45.7
Calculated total energy, Eh: -5548.66905
HOMO-LUMO gap (alpha / beta), Ha: 0.2111 / 0.2283
Largest force on an atom, hartree/bohr: 0.069

---

The following is a quantum chemistry calculation of a molecular structure, C38H31BrClN9O3RuSe in a non-equilibrium geometry, from OMol25.

Last column: Löwdin charge in e.
Atoms and positions in Å:
1 C 0.6228 -1.6518 5.1640  -0.009
2 C 1.0793 -1.0949 -3.2150  0.034
3 C 0.1039 0.3334 3.3529  -0.121
4 C 4.3523 -0.1800 0.4867  0.002
5 H -4.1179 0.3539 -4.2746  0.083
6 N -0.0369 0.9263 1.0588  -0.003
7 H -6.0604 -0.0157 -2.5304  0.088
8 H 3.0365 2.6245 -3.0725  0.113
9 H -1.8978 0.6226 -0.8634  0.035
10 H -4.2429 -1.7080 1.8155  0.118
11 N -2.6280 0.0242 -0.4948  0.015
12 C 0.0395 0.6253 4.7298  -0.072
13 C -0.3986 2.6719 2.6931  -0.073
14 C 0.2985 -0.3948 5.6380  0.027
15 N -3.0473 -1.0050 -1.3413  -0.075
16 C -3.9165 -4.9760 0.9646  -0.684
17 H 0.9321 -2.8366 3.3899  0.122
18 C 3.3436 -0.2538 -1.6859  -0.054
19 C -0.1042 1.8510 0.1065  -0.114
20 H -4.7763 -2.7511 -2.2806  0.083
21 H 5.2071 -0.0317 1.1296  0.121
22 C 0.6723 -1.8659 3.7929  -0.077
23 C 4.4601 -0.0229 -0.8823  0.024
24 Cl -4.8766 -6.3985 0.7716  0.670
25 H -5.6583 -0.7428 -0.9689  0.084
26 C -3.4278 0.2208 -3.4402  -0.050
27 C -0.3682 -4.0046 0.7198  -0.168
28 H 2.2514 -0.6878 -4.9346  0.132
29 H -3.4990 -2.5197 -3.4878  0.080
30 H -2.4977 -0.1969 -3.8315  0.069
31 N 2.0489 -0.7344 0.2997  -0.015
32 C 6.3623 3.0049 -2.4475  0.000
33 H -2.1044 -5.9518 0.4503  0.115
34 H 0.2356 -1.4727 -3.7755  0.128
35 H -5.0938 0.8912 -1.3757  0.071
36 C -1.7666 -3.8659 0.8912  -0.133
37 C 3.3193 -0.1386 -3.1446  -0.212
38 O -1.7452 -1.5327 1.4728  -0.177
39 Br 5.0264 6.4324 -0.5482  0.778
40 N 5.2165 1.1711 -3.4505  0.098
41 H -2.2410 -1.5098 -1.6754  0.090
42 Se -0.8161 4.1117 6.3196  1.174
43 H -0.7259 4.6401 1.9175  0.126
44 C -2.5706 -5.0182 0.7393  -0.070
45 H -0.0147 -5.0153 0.4804  0.136
46 C -3.7834 -2.6399 1.5157  -0.007
47 C -4.0357 -0.7267 -2.3924  -0.634
48 N 0.4248 -0.9084 2.9095  -0.026
49 C 6.3177 4.1995 -1.7655  -0.110
50 C 5.0938 4.8235 -1.5373  -0.678
51 C -0.5217 3.6068 1.6744  0.025
52 C -5.2835 -0.1071 -1.7720  -0.047
53 H 5.4095 0.2446 -1.3205  0.115
54 C 3.9418 3.0753 -2.6878  -0.006
55 C -0.3473 3.1905 0.3667  -0.017
56 N -0.8003 4.1857 4.5528  -0.225
57 H -5.1320 -1.9243 -3.8070  0.086
58 C -4.3808 -2.0664 -3.0307  -0.041
59 C 3.9076 4.2684 -2.0101  -0.120
60 C 3.1264 -0.5225 1.0431  -0.071
61 H -0.4045 3.8990 -0.4464  0.116
62 C 5.1706 2.4007 -2.8941  -0.284
63 H -3.4002 0.5416 -0.1083  0.082
64 H 2.9677 4.7713 -1.8309  0.103
65 C -4.5307 -3.7727 1.3641  -0.081
66 Ru 0.1557 -1.1083 0.9137  1.227
67 C 0.9763 -1.0181 -1.7950  -0.299
68 N 4.2265 0.4903 -3.8371  0.124
69 O -0.0909 -1.2671 -1.1721  -0.057
70 C -2.3789 -2.6246 1.2888  -0.341
71 H -3.2208 1.2015 -3.0085  0.068
72 H 0.8359 -2.4639 5.8426  0.118
73 C 2.1548 -0.6467 -1.0483  -0.129
74 C -0.1306 1.3292 2.3543  -0.111
75 H 3.0141 -0.6371 2.1131  0.118
76 H 7.2247 4.6547 -1.3950  0.109
77 C -0.5099 2.9914 4.0994  -0.330
78 H 0.0600 1.5124 -0.9101  0.113
79 N -0.4091 2.3911 6.3447  -0.224
80 H 0.2436 -0.1842 6.6969  0.126
81 C -0.2922 1.9813 5.1057  -0.329
82 O 0.5194 -3.1323 0.8502  -0.145
83 H -5.5957 -3.7552 1.5502  0.110
84 H 7.3022 2.5011 -2.6260  0.123
85 C 2.1995 -0.6817 -3.8543  0.039

Multiplicity: 2
HOMO energy (alpha / beta), eV: -9.16 / -9.16
Charge: +1
ΔE to the lowest compared entry with this formula, charge and spin, kcal per mole: 0.0
Calculated total energy, Eh: -7715.51301
HOMO-LUMO gap (alpha / beta), Ha: 0.1713 / 0.1719
Largest force on an atom, hartree/bohr: 0.029

---

The following is a quantum chemistry calculation of a molecular structure, C51H48N10O5P2STi in a non-equilibrium geometry, from OMol25.

Last column: Löwdin charge in e.
Atoms and positions in Å:
1 C 1.8872 3.0658 -2.3028  -0.242
2 H -0.2362 1.2691 -4.6727  0.077
3 H -2.0641 -0.4886 -9.3675  0.109
4 N -0.4135 2.1442 1.1821  0.008
5 N 3.2731 2.0425 3.3001  0.132
6 H 3.8986 -1.3826 -4.3033  0.096
7 C -1.8221 1.1721 -8.0111  -0.293
8 N -0.3982 -1.7959 -2.2805  0.127
9 C -3.4337 2.7762 3.2536  0.002
10 C -3.6240 1.5528 3.7903  0.005
11 H -2.6566 5.1573 2.1623  0.132
12 S 5.5065 -4.6165 4.5401  0.806
13 H -5.1059 0.4625 -2.2945  0.121
14 C -1.8870 -1.7351 3.8544  0.010
15 H -0.6269 5.4650 0.7558  0.122
16 C 2.1484 -4.1835 1.2586  -0.097
17 C 2.6818 -5.5206 1.5816  -0.247
18 H 3.8447 -3.2280 2.1667  0.101
19 N 3.7784 -5.4555 2.3087  0.151
20 H 0.6399 0.0960 -6.6140  0.103
21 C 0.9241 -3.9396 0.6386  0.022
22 C -0.8913 -2.9231 -4.3327  -0.023
23 C -1.5950 -1.1720 -2.3540  -0.158
24 C 2.2868 1.1539 3.0649  -0.342
25 H 2.5501 -8.8540 1.3652  0.106
26 H 2.3269 0.3794 5.0376  0.099
27 C -0.7765 2.3991 -2.5161  -0.231
28 H 4.6316 -2.1901 -0.8249  0.048
29 C -3.0713 1.0125 -5.9554  -0.015
30 C 2.8230 2.0682 1.1773  -0.144
31 N 1.2441 -1.5650 0.7868  -0.083
32 C 2.8989 -3.0708 1.6546  0.033
33 H -1.4544 1.2934 -10.6428  0.098
34 H -0.5722 -3.6475 -5.0681  0.113
35 C -1.9713 -0.3275 -1.2586  -0.293
36 C 0.6769 0.7024 -4.5657  -0.087
37 H 1.6274 -0.7157 3.8422  0.077
38 C -2.0302 4.3157 1.9012  0.032
39 N -4.6066 -0.8888 -5.6532  0.082
40 C 2.3364 -0.7040 -5.5758  -0.062
41 C -2.2181 1.7080 -6.7819  -0.007
42 H -3.5548 0.7889 -0.3930  0.119
43 H -4.0976 3.5969 3.4892  0.127
44 C -0.9025 4.4885 1.1248  -0.005
45 O 5.8891 -3.6634 3.4993  -0.502
46 C 2.1243 -6.7428 1.2263  -0.019
47 C -2.3321 3.0388 2.3778  -0.124
48 C -3.7478 -0.6846 -3.4478  -0.232
49 H 0.7610 3.5079 0.2030  0.085
50 N -4.7076 -0.9254 -4.4244  0.082
51 H 3.7015 2.2184 4.1941  0.174
52 H -0.1341 -2.2159 2.7449  0.119
53 C -0.5786 1.4776 -10.0165  -0.066
54 C -3.2492 0.1993 -1.2492  -0.006
55 C 4.3645 -6.5618 2.7937  -0.514
56 C -0.8770 -1.4557 2.9480  -0.073
57 C 1.6989 0.3257 4.1505  0.029
58 H -4.4361 1.3699 4.4809  0.128
59 C -2.7306 0.4700 3.5060  -0.122
60 N -0.7514 -0.2954 2.3062  0.022
61 H 0.6999 0.6771 4.4134  0.087
62 C -0.0779 -2.6443 -3.2238  -0.116
63 O 4.1464 -4.3989 5.0162  -0.494
64 C -4.1231 0.0115 -2.3159  -0.013
65 C -1.6800 0.6757 2.5836  -0.126
66 H 3.0383 -0.9584 1.6390  0.104
67 H -1.8414 2.6858 -6.5123  0.123
68 C 4.8561 0.5756 -1.8949  -0.263
69 H 1.4831 3.9822 -1.8703  0.040
70 H 2.9036 2.9224 -1.9413  0.014
71 H 2.7942 2.2591 0.1206  0.057
72 H 0.8694 -3.1574 -3.1004  0.113
73 O 5.3446 -6.4500 3.6197  -0.172
74 C 2.9898 -0.7982 -4.3591  -0.087
75 C 2.4977 -0.1551 -3.2274  -0.393
76 C -0.1323 3.3825 0.8003  -0.115
77 C 3.9856 -2.0294 -1.6869  -0.259
78 H -3.6261 -0.9590 4.8471  0.134
79 C -2.8326 -0.7715 4.1370  0.039
80 P 3.2719 -0.3316 -1.5706  0.910
81 H -1.4803 1.6366 -2.8397  0.026
82 H 5.3244 0.2169 -2.8108  0.044
83 O -1.1103 -0.0495 -0.2697  -0.252
84 C 3.6262 2.6310 2.1135  -0.041
85 H 5.5266 0.4029 -1.0523  0.043
86 H 4.4025 3.3692 2.0357  0.125
87 H 0.0393 0.5769 -9.9627  0.098
88 H 1.9256 3.1779 -3.3851  0.059
89 C 2.4278 -1.8129 1.3829  -0.148
90 H 3.1862 -2.7700 -1.6592  0.036
91 H 2.7365 -1.2123 -6.4433  0.111
92 C -2.3408 -0.0573 -8.4166  -0.006
93 H -1.9184 -2.6981 4.3418  0.128
94 N 1.9852 1.1441 1.7711  -0.013
95 O -0.9550 1.9187 -8.7230  -0.077
96 C 1.3291 0.6287 -3.3401  -0.395
97 H -3.3956 1.4452 -5.0172  0.113
98 C -1.4889 1.9654 2.0089  -0.121
99 C -2.0895 -2.2765 -4.4432  0.012
100 Ti 0.3222 0.2774 0.6557  0.845
101 C -2.4848 -1.3601 -3.4481  -0.076
102 H 0.0049 2.2857 -10.4493  0.097
103 H 1.2166 -6.8489 0.6513  0.090
104 H -1.2449 2.9612 -1.7057  0.040
105 C 0.5023 -2.6372 0.4548  -0.152
106 C 1.1690 0.0313 -5.6724  -0.057
107 H -2.7455 -2.4939 -5.2734  0.110
108 N 3.9283 -7.7873 2.4059  0.147
109 C 2.8559 -7.8519 1.6500  -0.141
110 H 0.2925 -4.7546 0.3134  0.118
111 P 0.7841 1.6257 -1.8900  0.913
112 H -0.5699 3.0773 -3.3445  0.054
113 H -0.4706 -2.4437 0.0298  0.100
114 C -3.2486 -0.7218 -7.6138  -0.010
115 H 4.5801 -2.1632 -2.5889  0.033
116 C -3.6032 -0.2172 -6.3636  -0.287
117 H -3.6734 -1.6618 -7.9390  0.121
118 H 4.6825 1.6461 -1.9875  0.017

Multiplicity: 2
HOMO energy (alpha / beta), eV: -9.20 / -9.19
Charge: +1
ΔE to the lowest compared entry with this formula, charge and spin, kcal per mole: 0.0
Calculated total energy, Eh: -4826.27892
HOMO-LUMO gap (alpha / beta), Ha: 0.1862 / 0.1844
Largest force on an atom, hartree/bohr: 0.054